# 1
The following is a quantum chemistry calculation of 15 unconnected molecules or ions with the total composition C17H65BFNO20S at a distorted geometry, from OMol25.

```
! RIJCOSX wB97M-V def2-TZVPD def2/J DEFGRID3
* xyz 0 1
O -2.279 2.469 3.378
S -3.186 3.365 2.453
O -2.408 4.688 2.241
F -4.688 3.748 3.262
N -3.486 2.522 0.912
C -4.235 1.267 1.342
C -5.738 1.207 0.635
C -6.581 0.005 1.387
O -5.734 -0.951 2.133
O -2.299 2.089 0.400
B -2.391 1.910 -1.070
O -1.789 0.684 -1.697
O -2.997 2.883 -2.009
H -4.452 1.298 2.515
H -3.600 0.291 1.169
H -6.327 2.217 0.877
H -5.607 1.037 -0.522
H -7.388 0.494 2.106
H -7.198 -0.586 0.573
H -5.069 -1.390 1.513
H -0.817 0.736 -1.410
H -4.000 2.891 -1.940
C 2.196 1.406 -1.885
O 1.083 1.490 -1.013
H 1.947 0.743 -2.716
H 2.432 2.401 -2.272
H 3.055 1.002 -1.343
H 1.334 2.084 -0.286
C -3.561 -1.325 -3.625
O -4.517 -2.349 -3.828
H -3.284 -1.302 -2.568
H -2.673 -1.529 -4.228
H -3.992 -0.361 -3.907
H -4.744 -2.345 -4.773
C 2.115 2.635 3.090
O 1.325 2.646 1.915
H 3.163 2.499 2.813
H 2.001 3.587 3.616
H 1.800 1.811 3.735
H 0.402 2.768 2.193
C -3.915 -3.846 -1.084
O -4.364 -3.197 0.091
H -2.827 -3.763 -1.142
H -4.196 -4.901 -1.050
H -4.361 -3.367 -1.960
H -5.332 -3.287 0.114
C 1.329 5.851 0.418
O 0.358 4.990 -0.147
H 2.160 5.959 -0.283
H 0.883 6.832 0.604
H 1.697 5.423 1.353
H -0.366 4.914 0.497
C -7.631 -1.340 -5.074
O -7.412 -1.802 -3.754
H -7.870 -0.274 -5.042
H -6.727 -1.491 -5.668
H -8.467 -1.886 -5.518
H -7.203 -2.750 -3.813
C 6.326 2.221 3.236
O 5.216 2.892 3.801
H 6.006 1.711 2.324
H 7.106 2.946 2.991
H 6.709 1.485 3.947
H 5.530 3.335 4.608
C -7.560 -2.287 4.256
O -8.581 -1.948 3.336
H -6.798 -1.504 4.247
H -7.984 -2.368 5.260
H -7.106 -3.237 3.964
H -9.241 -2.661 3.367
C 3.857 -1.952 -0.417
O 2.535 -2.114 -0.895
H 4.271 -2.934 -0.176
H 4.470 -1.480 -1.189
H 3.846 -1.333 0.484
H 2.194 -1.227 -1.100
C -3.702 6.319 -2.954
O -3.483 5.857 -1.634
H -3.941 7.384 -2.922
H -2.798 6.168 -3.548
H -4.538 5.773 -3.398
H -3.274 4.909 -1.693
C 6.882 -3.753 -1.940
O 6.096 -2.729 -2.520
H 7.605 -3.302 -1.256
H 6.237 -4.438 -1.384
H 7.415 -4.294 -2.725
H 5.464 -3.159 -3.121
C 1.213 -5.542 -1.475
O 1.522 -5.319 -2.838
H 0.600 -6.442 -1.392
H 2.137 -5.679 -0.908
H 0.656 -4.687 -1.082
H 2.066 -4.514 -2.880
C 10.775 -4.337 -0.321
O 9.665 -3.666 0.245
H 10.456 -4.847 -1.233
H 11.555 -3.611 -0.566
H 11.158 -5.073 0.390
H 9.979 -3.223 1.052
C 9.503 0.195 4.093
O 8.390 0.279 4.964
H 9.254 -0.468 3.261
H 9.739 1.189 3.705
H 10.362 -0.209 4.635
H 8.641 0.873 5.692
*
```

- Electronic energy: -75342.15296 eV
- LUMO energy: -1.4 eV
- Orbital gap: 8.3 eV

Here are the Löwdin charges for atoms 1 to 8, given in e: O -0.33; S 0.95; O -0.33; F -0.23; N -0.23; C -0.18; C -0.12; C -0.22

# 2
The following is a quantum chemistry calculation of a molecular structure, C17H8BF4N5O3PdS3, from OMol25.

```
! RIJCOSX wB97M-V def2-TZVPD def2/J DEFGRID3
* xyz -2 1
Pd -0.246 -0.598 2.412
S 0.538 0.270 4.328
C 2.273 0.134 4.192
C 3.104 0.680 5.170
C 4.482 0.600 5.061
C 5.308 1.176 6.093
N 5.956 1.647 6.918
C 5.057 -0.041 3.950
C 4.237 -0.590 2.978
C 2.850 -0.517 3.089
S 1.822 -1.311 1.922
C 6.489 -0.143 3.816
N 7.629 -0.227 3.694
H 2.668 1.178 6.027
H 4.682 -1.086 2.125
F -3.811 -2.893 3.745
B -3.811 -1.630 3.171
F -4.358 -0.680 4.024
F -4.494 -1.642 1.942
F -2.430 -1.255 2.896
O 1.014 1.069 -6.254
S -0.210 1.212 -7.012
O -0.530 2.572 -7.405
O -0.407 0.215 -8.048
C -1.540 0.829 -5.823
N -2.786 0.840 -6.313
C -3.753 0.579 -5.449
C -3.521 0.305 -4.111
C -2.198 0.312 -3.704
N -1.214 0.577 -4.561
C -1.786 0.035 -2.293
C -2.690 -0.368 -1.317
C -2.250 -0.610 -0.028
N -0.971 -0.461 0.322
C -0.089 -0.081 -0.613
C -0.454 0.174 -1.921
H -4.767 0.590 -5.840
H -4.340 0.104 -3.437
H -3.737 -0.516 -1.533
H -2.929 -0.943 0.740
H 0.937 0.019 -0.288
H 0.275 0.475 -2.661
*
```

- Electronic energy: -78894.72221 eV
- LUMO energy (alpha / beta): 2.9 / 2.9 eV
- Orbital gap (alpha / beta): 6.9 / 6.9 eV
- Energy above the lowest of the compared OMol25 structures with the same formula, charge and spin: 10.5 kcal per mole

Here are the natural (NBO) charges for atoms 1 to 8, given in e: Pd 0.66; S -0.10; C -0.18; C -0.18; C -0.11; C 0.30; N -0.35; C -0.18

no.,molar mass (g/mol)
1,665.57
2,619.71